{"formula": "C48H88N17O3", "method": "wB97M-V/def2-TZVPD", "elements": ["N", "O", "O", "O", "C", "C", "N", "C", "C", "N", "C", "C", "H", "H", "H", "H", "H", "H", "H", "H", "H", "H", "H", "C", "C", "N", "C", "C", "N", "C", "C", "H", "H", "H", "H", "H", "H", "H", "H", "H", "H", "H", "C", "C", "N", "C", "C", "N", "C", "C", "H", "H", "H", "H", "H", "H", "H", "H", "H", "H", "H", "C", "C", "N", "C", "C", "N", "C", "C", "H", "H", "H", "H", "H", "H", "H", "H", "H", "H", "H", "C", "C", "N", "C", "C", "N", "C", "C", "H", "H", "H", "H", "H", "H", "H", "H", "H", "H", "H", "C", "C", "N", "C", "C", "N", "C", "C", "H", "H", "H", "H", "H", "H", "H", "H", "H", "H", "H", "C", "C", "N", "C", "C", "N", "C", "C", "H", "H", "H", "H", "H", "H", "H", "H", "H", "H", "H", "C", "C", "N", "C", "C", "N", "C", "C", "H", "H", "H", "H", "H", "H", "H", "H", "H", "H", "H"], "coordinates": [[-16.68815, 7.29999, 0.82642], [-16.44565, 6.27885, 0.15258], [-17.66311, 7.32484, 1.62963], [-16.03949, 8.35115, 0.63270], [-12.71147, 3.67351, -0.28666], [-14.00677, 3.58151, -1.07606], [-15.05153, 2.82078, -0.34980], [-14.84646, 1.91848, 0.67419], [-16.05759, 1.64730, 1.20197], [-16.99029, 2.38534, 0.50931], [-16.34806, 3.07346, -0.43019], [-18.43189, 2.37547, 0.73893], [-12.84264, 3.93504, 0.76230], [-12.05599, 4.41161, -0.74889], [-12.17938, 2.72821, -0.38934], [-13.80404, 2.96424, -1.95234], [-14.41789, 4.54578, -1.36077], [-13.87897, 1.64636, 1.05691], [-16.36762, 0.94752, 1.95971], [-16.84513, 3.76149, -1.09121], [-18.79613, 3.38808, 0.88222], [-18.63599, 1.75031, 1.60500], [-18.90638, 1.85225, -0.09105], [-9.22084, 8.30666, 4.76676], [-9.02348, 7.18531, 3.75580], [-9.75390, 7.39433, 2.48423], [-9.19072, 7.53155, 1.25242], [-10.16445, 7.93524, 0.39795], [-11.34580, 7.85130, 1.10477], [-11.07468, 7.54006, 2.37162], [-12.69145, 7.91485, 0.53647], [-8.55035, 9.15867, 4.68462], [-9.15063, 7.87167, 5.76147], [-10.21786, 8.75495, 4.68830], [-9.30186, 6.21359, 4.15784], [-7.96815, 7.13597, 3.49202], [-8.14484, 7.36756, 1.04879], [-10.16411, 8.15514, -0.65399], [-11.80840, 7.38760, 3.14136], [-13.39186, 8.24874, 1.29733], [-13.04863, 6.94185, 0.18732], [-12.74702, 8.54435, -0.34518], [-14.99483, 4.29709, 3.32731], [-15.08379, 4.38050, 4.83722], [-16.47359, 4.71483, 5.22650], [-17.06037, 5.92305, 4.94099], [-18.29311, 5.92248, 5.49156], [-18.38660, 4.76321, 6.24014], [-17.27370, 4.06041, 6.06468], [-19.55794, 4.31907, 6.98162], [-14.14318, 3.73715, 2.93773], [-14.95877, 5.29884, 2.89909], [-15.81369, 3.72217, 2.89364], [-14.47205, 5.15051, 5.30713], [-14.84415, 3.47323, 5.39268], [-16.60830, 6.68620, 4.33237], [-19.07798, 6.65424, 5.45063], [-17.01181, 3.12617, 6.53815], [-20.16477, 5.18197, 7.25202], [-19.28969, 3.84668, 7.92431], [-20.17072, 3.64554, 6.38409], [-17.00696, 10.88088, 4.66108], [-17.86532, 9.75945, 4.08428], [-19.08129, 10.26403, 3.45195], [-20.05600, 11.03857, 4.05741], [-20.97939, 11.29366, 3.10172], [-20.61245, 10.61304, 1.97224], [-19.46620, 9.96549, 2.22404], [-21.31657, 10.72388, 0.69894], [-17.00484, 11.75649, 4.01106], [-15.98120, 10.51622, 4.70901], [-17.28452, 11.21117, 5.66029], [-18.09892, 9.01239, 4.84688], [-17.28590, 9.18745, 3.35908], [-19.94355, 11.34152, 5.08450], [-21.77702, 12.01841, 3.15235], [-18.86471, 9.56896, 1.42134], [-22.35731, 10.42227, 0.82025], [-20.92000, 9.95217, 0.03977], [-21.27596, 11.74113, 0.32647], [-12.13751, 7.48743, -5.51821], [-13.40912, 6.84572, -5.00236], [-14.19068, 7.73162, -4.10783], [-13.75027, 8.42269, -3.00491], [-14.81315, 9.09361, -2.48681], [-15.88094, 8.78869, -3.29994], [-15.48781, 7.94958, -4.25327], [-17.26193, 9.09058, -2.94306], [-11.44054, 7.74183, -4.70946], [-12.32731, 8.36278, -6.13134], [-11.50891, 6.73832, -6.00243], [-13.16249, 5.94476, -4.43880], [-14.04406, 6.55751, -5.83760], [-12.70234, 8.33901, -2.77668], [-14.83164, 9.86543, -1.73983], [-16.12203, 7.43199, -4.95375], [-17.24669, 10.01547, -2.37209], [-17.62590, 8.31407, -2.26551], [-17.92364, 9.14147, -3.80183], [-21.08329, 5.45151, 3.43303], [-22.11339, 6.08845, 4.36371], [-23.13822, 5.10748, 4.81982], [-24.07905, 4.55333, 3.97068], [-24.89260, 3.78249, 4.72805], [-24.38005, 3.79430, 5.99900], [-23.43965, 4.72721, 6.06794], [-24.86469, 2.94556, 7.10320], [-20.66611, 4.53049, 3.83155], [-20.33756, 6.17784, 3.10509], [-21.59651, 5.21615, 2.49412], [-22.70341, 6.88049, 3.90683], [-21.66634, 6.44712, 5.29186], [-24.13582, 4.85024, 2.93934], [-25.76199, 3.19779, 4.47698], [-22.91225, 5.00084, 6.96664], [-24.93864, 3.52866, 8.02174], [-24.10016, 2.20208, 7.32055], [-25.83289, 2.52597, 6.86001], [-17.02618, 12.18688, 0.20030], [-18.20240, 13.11611, -0.16258], [-17.84968, 14.15752, -1.13831], [-16.60478, 14.68440, -1.42332], [-16.80137, 15.70072, -2.29206], [-18.15390, 15.79628, -2.53257], [-18.75040, 14.81926, -1.87228], [-18.82714, 16.90104, -3.24855], [-16.42920, 12.08864, -0.70555], [-17.37409, 11.20040, 0.50009], [-16.48315, 12.62479, 1.03342], [-18.58648, 13.59610, 0.74181], [-19.07640, 12.57401, -0.52982], [-15.68528, 14.26642, -1.05751], [-16.13893, 16.48141, -2.62973], [-19.80278, 14.59632, -1.81364], [-18.41166, 17.85504, -2.93929], [-19.85427, 16.90870, -2.88428], [-18.83161, 16.71275, -4.31653], [-20.51001, 5.93893, -0.79751], [-21.85284, 6.38536, -1.40093], [-22.46572, 5.41959, -2.31767], [-21.82219, 4.46820, -3.09378], [-22.73633, 3.96528, -3.95280], [-23.93085, 4.61180, -3.71075], [-23.74421, 5.45209, -2.71217], [-25.17278, 4.36697, -4.48412], [-20.24075, 6.66946, -0.03238], [-19.68693, 5.96044, -1.50741], [-20.69430, 4.97425, -0.32363], [-21.65163, 7.27711, -2.00471], [-22.55790, 6.68924, -0.63068], [-20.75569, 4.36323, -3.02173], [-22.71888, 3.08470, -4.57371], [-24.43637, 6.20522, -2.36880], [-25.47566, 5.28913, -4.97222], [-25.90834, 3.96610, -3.79377], [-24.96937, 3.64565, -5.26996]], "atomic_forces_ev_per_a": [[-0.7, 0.6, -0.7], [0.1, 0.0, 0.4], [0.4, -0.3, 0.0], [0.1, -0.2, 0.2], [0.2, -0.1, -0.3], [0.2, -0.9, -0.3], [0.2, 0.6, 0.5], [0.1, 0.3, 0.2], [-0.5, -0.4, 0.1], [0.3, -0.2, -0.1], [-0.5, 0.2, 0.2], [0.0, -0.7, -0.2], [-0.1, 0.0, 0.0], [-0.1, 0.1, 0.0], [0.1, 0.0, 0.4], [0.0, 0.4, -0.3], [-0.1, 0.0, 0.1], [0.1, -0.2, -0.4], [0.2, 0.0, 0.1], [0.2, 0.1, -0.1], [0.0, 0.0, 0.0], [0.1, 0.2, 0.2], [-0.2, 0.3, -0.1], [-0.8, 0.2, 0.2], [0.7, 0.1, 0.0], [-0.4, -0.4, 0.5], [0.5, 0.8, -0.5], [-0.4, -1.0, 0.0], [-0.5, 0.2, -0.3], [0.5, 0.0, -0.3], [-0.4, -0.3, 0.1], [0.4, -0.3, -0.2], [0.2, 0.2, 0.1], [-0.1, -0.3, 0.1], [-0.1, 0.0, 0.0], [0.0, -0.2, -0.1], [0.1, 0.2, 0.2], [0.2, 0.0, 0.0], [0.1, 0.2, 0.1], [0.0, 0.2, -0.1], [0.3, -0.2, 0.2], [0.3, 0.4, 0.3], [0.3, -0.2, -0.4], [-0.3, -0.4, 0.8], [0.2, 0.8, 0.6], [-0.4, 0.1, -0.8], [0.3, -0.2, 0.5], [-0.2, -0.1, -0.3], [0.4, -0.2, -0.2], [-0.6, 0.1, 0.4], [0.4, 0.2, 0.6], [-0.2, -0.1, -0.2], [-0.4, 0.3, 0.2], [0.2, 0.1, -0.4], [0.1, -0.2, -0.4], [0.1, -0.2, -0.1], [0.0, 0.0, 0.2], [-0.2, 0.0, 0.0], [0.2, 0.1, -0.1], [0.2, -0.1, -0.1], [0.2, -0.1, 0.0], [0.2, 0.0, -0.1], [0.9, -0.2, 0.4], [-0.4, -0.9, 0.4], [0.7, -0.1, -0.2], [-0.2, 0.5, 0.6], [-0.1, 0.3, 0.3], [-0.1, 1.1, -1.1], [-0.3, -1.0, 0.1], [0.0, -0.1, -0.1], [0.0, 0.1, 0.1], [-0.2, -0.1, 0.0], [-0.4, 0.3, 0.1], [-0.3, 0.3, -0.5], [-0.2, 0.2, 0.0], [-0.3, -0.4, -0.1], [0.1, -0.7, 0.4], [0.0, 0.3, 0.3], [0.3, 0.5, -0.3], [0.1, -0.1, -0.2], [0.7, -0.1, 0.7], [0.6, -0.3, 0.0], [-0.4, -0.3, -0.3], [0.3, -0.2, -0.5], [0.7, 0.0, -0.7], [-0.6, 0.0, 0.3], [0.1, -0.1, 0.2], [-0.1, -0.2, 0.6], [-0.4, 0.4, 0.2], [0.1, -0.1, -0.2], [-0.5, 0.0, -0.7], [-0.1, 0.0, 0.0], [-0.2, 0.1, 0.1], [0.0, 0.4, 0.3], [-0.3, -0.2, 0.2], [0.0, 0.2, -0.2], [-0.2, 0.2, -0.3], [0.1, 0.0, -0.1], [0.2, 0.2, -0.2], [-1.0, 0.4, -0.8], [-0.5, -0.7, 1.0], [-0.3, 0.5, -0.3], [0.0, 0.3, 0.1], [0.3, -0.7, -0.3], [-1.1, 0.7, 0.4], [1.0, -1.0, -0.3], [0.5, 0.4, 0.8], [0.2, 0.1, 0.1], [0.3, -0.1, 0.5], [0.0, -0.3, 0.1], [0.4, 0.2, -0.1], [0.1, 0.3, -0.1], [0.0, -0.2, 0.0], [0.1, -0.1, -0.1], [0.0, 0.0, 0.0], [-0.3, 0.2, -0.2], [-0.3, -0.3, -0.3], [0.1, -0.1, -0.1], [-0.8, 0.6, -0.5], [-0.3, -0.2, 0.6], [0.0, -0.4, -0.5], [0.1, -0.2, 0.0], [-0.1, 0.8, 0.2], [0.2, 0.0, 0.1], [-0.3, 0.1, 0.7], [-0.8, -0.4, 0.4], [0.4, -0.2, 0.3], [0.0, 0.0, 0.0], [0.4, -0.1, -0.2], [0.3, 0.2, 0.0], [0.3, -0.1, -0.5], [0.0, 0.2, 0.3], [0.2, -0.3, -0.2], [-0.1, 0.3, -0.2], [0.4, -0.1, -0.3], [0.0, 0.0, -0.2], [0.3, 0.2, -0.1], [-1.1, 0.2, 0.2], [0.9, 0.8, -0.7], [-0.3, -0.5, -0.3], [0.4, 0.7, 0.2], [-0.4, -0.5, 0.3], [0.4, -0.5, -0.2], [0.0, 1.0, 0.0], [0.1, 0.0, 0.2], [0.0, -0.1, 0.1], [-0.1, -0.4, -0.1], [0.6, -0.1, 0.0], [-0.2, 0.1, 0.1], [-0.2, -0.4, 0.0], [0.0, -0.4, 0.0], [0.2, 0.3, -0.4], [-0.2, -0.3, 0.0], [-0.2, 0.1, 0.2], [-0.3, 0.1, -0.2], [0.1, -0.1, 0.1]], "lowdin_charge": [-0.61, -0.07, -0.10, -0.07, -0.06, -0.14, -0.01, 0.00, -0.01, -0.08, -0.03, 0.03, 0.07, 0.08, 0.10, 0.14, 0.11, 0.15, 0.15, 0.16, 0.09, 0.10, 0.11, -0.05, -0.13, -0.03, 0.03, 0.02, -0.09, -0.02, 0.01, 0.10, 0.09, 0.07, 0.13, 0.14, 0.16, 0.14, 0.17, 0.09, 0.09, 0.08, -0.05, -0.12, -0.04, -0.01, -0.01, -0.07, 0.02, 0.02, 0.08, 0.07, 0.07, 0.14, 0.14, 0.13, 0.12, 0.19, 0.10, 0.12, 0.10, -0.04, -0.17, -0.03, 0.04, 0.01, -0.09, -0.03, 0.02, 0.08, 0.09, 0.09, 0.12, 0.10, 0.15, 0.16, 0.14, 0.11, 0.09, 0.10, -0.05, -0.15, -0.03, 0.00, 0.00, -0.08, 0.00, 0.03, 0.08, 0.10, 0.11, 0.13, 0.13, 0.13, 0.13, 0.18, 0.09, 0.09, 0.11, -0.07, -0.15, -0.05, 0.00, 0.03, -0.07, -0.01, 0.06, 0.08, 0.07, 0.07, 0.13, 0.11, 0.14, 0.16, 0.17, 0.12, 0.11, 0.12, -0.05, -0.16, -0.05, 0.00, 0.03, -0.06, -0.02, 0.06, 0.07, 0.05, 0.09, 0.13, 0.10, 0.14, 0.16, 0.17, 0.12, 0.11, 0.12, -0.07, -0.16, -0.05, 0.00, 0.02, -0.06, -0.02, 0.07, 0.06, 0.07, 0.08, 0.13, 0.12, 0.13, 0.15, 0.18, 0.12, 0.11, 0.11], "orbital_gap_ev": 9.404, "e_homo_ev": -22.20, "total_charge": 7, "de_lowest_kj_mol": 0.0, "multiplicity": 1, "lumo_ev": -12.798, "fmax_ev_per_a": 1.59}